1.
DFT (ωB97M-V/def2-TZVPD) results for 2 unconnected molecules or ions with the total composition C9H14.

Results
HOMO (alpha / beta) in eV: -14.56 / -14.56
⟨S²⟩: 0.768
Energy above the lowest of the compared OMol25 structures with the same formula, charge and spin in kJ/mol: 21.1

The geometry in ORCA input format:
```
! wB97M-V def2-TZVPD RIJCOSX def2/J DEFGRID3
* xyz 1 2
C 0.52 -1.21 -1.16
C -1.22 3.79 -0.57
C -0.93 -0.71 0.77
C 0.61 -2.55 0.89
C -0.42 -0.39 -0.55
C 0.10 3.78 -1.36
C 1.01 -2.29 -0.46
C 1.15 -3.70 1.65
C -0.38 -1.73 1.48
H -1.04 3.81 0.50
H 1.78 -2.91 -0.91
H -1.81 4.66 -0.84
H 0.67 2.88 -1.13
H -0.77 -1.92 2.47
H 0.71 4.62 -1.06
H -1.75 -0.10 1.13
H 1.97 -3.36 2.29
H -0.13 3.74 -2.42
H 1.41 -4.49 0.95
H 0.36 -4.07 2.30
H 0.85 -1.12 -2.18
H -1.80 2.87 -0.70
H -0.90 0.41 -1.09
*
```



2.
DFT (ωB97M-V/def2-TZVPD) results for 2 unconnected molecules or ions with the total composition C9H14.

Results
HOMO (alpha / beta) in eV: -14.76 / -14.75
⟨S²⟩: 0.767
Energy above the lowest of the compared OMol25 structures with the same formula, charge and spin in kJ/mol: 142.3

The geometry in ORCA input format:
```
! wB97M-V def2-TZVPD RIJCOSX def2/J DEFGRID3
* xyz 1 2
C -1.12 1.25 -1.68
C -0.80 3.62 -0.88
C -1.08 -0.16 -1.51
C 0.06 1.52 0.37
C 0.23 0.15 0.47
C 1.01 -3.47 2.39
C -0.30 -0.70 -0.50
C -0.60 2.12 -0.69
C 1.96 -3.23 1.11
H 1.34 -4.27 3.03
H 0.83 -0.29 1.29
H -0.17 -1.69 -0.36
H -1.90 -0.58 -2.04
H 2.73 -2.48 1.34
H -0.85 3.90 -1.89
H -1.82 1.61 -2.42
H -1.64 4.06 -0.25
H 1.43 -2.88 0.24
H 0.53 2.24 1.14
H 2.37 -4.15 0.92
H 0.98 -2.57 2.93
H -0.05 -3.66 2.05
H -0.03 4.08 -0.46
*
```



3.
DFT (ωB97M-V/def2-TZVPD) results for a molecular structure, C9H14AgFN4O4.

Results
HOMO in eV: -8.47

The geometry in ORCA input format:
```
! wB97M-V def2-TZVPD RIJCOSX def2/J DEFGRID3
* xyz 0 1
Ag -1.20 0.06 0.34
F 5.10 1.97 1.35
O 3.71 -1.75 -2.25
O 6.53 -0.42 1.06
O -0.18 0.66 -1.86
O 1.03 0.10 -0.07
N -2.66 -1.77 0.74
N 5.11 -1.03 -0.62
N 3.39 0.34 -1.37
N -3.10 1.46 0.49
C -4.31 1.03 1.21
C -3.90 -1.51 1.48
C 5.57 -0.16 0.37
C 0.90 0.43 -1.28
C 4.03 -0.88 -1.47
C 4.77 1.06 0.43
C 2.17 0.56 -2.13
C 3.74 1.25 -0.40
C -4.73 -0.39 0.87
H -4.78 -0.52 -0.22
H 2.14 -0.19 -2.92
H -5.76 -0.52 1.22
H -4.11 1.10 2.28
H -3.29 1.54 -0.50
H -3.63 -1.24 2.50
H 2.20 1.54 -2.59
H -4.52 -2.41 1.55
H -2.12 -2.50 1.20
H 3.13 2.14 -0.34
H 5.60 -1.90 -0.70
H -2.82 2.39 0.80
H -2.87 -2.13 -0.18
H -5.15 1.70 1.00
*
```



4.
DFT (ωB97M-V/def2-TZVPD) results for 3 unconnected molecules or ions with the total composition C9H14BF3O9S.

Results
HOMO in eV: -10.81
SMILES: O=C1OC[C@@H](F)O1.O=C1OC[C@@H](F)O1.O=S(=O)(O)CCCBF

The geometry in ORCA input format:
```
! wB97M-V def2-TZVPD RIJCOSX def2/J DEFGRID3
* xyz 0 1
S 2.42 4.68 -1.74
F 5.83 1.44 0.15
F 0.84 -3.49 1.48
F -4.44 -1.94 2.64
O 1.13 -1.53 0.41
O 0.65 0.15 -1.03
O 3.17 4.61 -0.33
O 1.08 5.11 -1.48
O -0.99 -0.95 0.06
O -4.10 -3.00 0.69
O -6.01 -4.13 0.51
O 3.30 5.41 -2.58
O -4.28 -4.65 -0.85
C 2.38 2.99 -2.31
C -6.14 -3.31 1.67
C 0.38 -2.22 1.39
C 3.40 1.63 -0.37
C -5.03 -2.30 1.48
C -4.76 -4.00 0.02
C 0.29 -0.69 -0.27
C 3.50 2.08 -1.85
C -1.03 -2.15 0.85
B 4.66 1.98 0.49
H 4.66 2.70 1.44
H -5.33 -1.39 0.95
H 2.44 3.14 -3.39
H -1.80 -2.06 1.61
H 3.43 1.19 -2.47
H 2.50 2.05 0.10
H 2.52 4.53 0.38
H -1.24 -3.00 0.20
H 0.53 -1.73 2.35
H 3.26 0.55 -0.35
H 4.46 2.53 -2.09
H -5.94 -3.91 2.57
H -7.14 -2.89 1.71
H 1.40 2.57 -2.07
*
```



5.
DFT (ωB97M-V/def2-TZVPD) results for a molecular structure, C9H14Br6F3NO3.

Results
HOMO in eV: -9.66
Energy above the lowest of the compared OMol25 structures with the same formula, charge and spin in kJ/mol: 0.0

The geometry in ORCA input format:
```
! wB97M-V def2-TZVPD RIJCOSX def2/J DEFGRID3
* xyz 0 1
Br 15.25 -0.32 13.43
Br 16.03 2.69 12.80
Br 18.75 0.95 15.12
Br 13.83 2.09 14.99
Br 20.09 -0.64 12.74
Br 18.38 -2.22 14.92
F 12.23 -3.35 7.89
F 11.20 -1.50 8.30
F 13.24 -1.46 7.58
O 14.62 5.25 18.98
O 12.46 -1.46 10.71
O 13.85 -3.03 9.90
N 16.82 5.42 18.49
C 19.55 -0.73 14.58
C 17.02 6.71 19.10
C 15.25 -4.53 11.15
C 15.44 1.44 14.13
C 12.87 -2.14 9.82
C 14.39 -3.27 11.20
C 15.60 4.80 18.44
C 15.61 3.45 17.78
C 12.38 -2.11 8.36
H 16.14 7.01 19.66
H 16.13 2.77 18.46
H 16.17 3.51 16.84
H 17.56 5.05 17.92
H 16.25 -4.36 10.75
H 20.41 -0.87 15.20
H 14.99 -2.40 11.48
H 13.65 -3.47 11.98
H 15.36 -4.89 12.18
H 17.21 7.48 18.35
H 14.63 3.03 17.64
H 14.74 -5.32 10.61
H 17.85 6.70 19.81
H 16.18 1.46 14.92
*
```



6.
DFT (ωB97M-V/def2-TZVPD) results for a gas-phase ion, C9H14BrN2 (charge +1).

Results
HOMO in eV: -12.51
SMILES: [NH2+]=C1CCC(Br)=C[C@H]1NC1CC1
Energy above the lowest of the compared OMol25 structures with the same formula, charge and spin in kJ/mol: 18.4

The geometry in ORCA input format:
```
! wB97M-V def2-TZVPD RIJCOSX def2/J DEFGRID3
* xyz 1 1
Br 4.66 -0.28 0.12
N -0.93 -0.78 0.96
N -0.74 1.92 0.72
C 2.90 0.06 -0.33
C 0.32 -0.25 0.21
C 2.45 1.28 -1.08
C -2.24 -1.56 -1.01
C 0.31 1.27 0.33
C 1.88 -0.75 0.24
C -3.08 -1.68 0.28
C -1.55 -1.81 0.31
C 1.50 2.05 -0.09
H 2.24 2.43 0.69
H 1.06 2.97 -0.55
H -0.06 -0.52 -0.74
H 2.09 -1.61 0.92
H -0.76 -0.81 1.95
H -1.48 1.26 0.95
H 3.28 1.94 -1.22
H -2.33 -0.56 -1.49
H -1.01 -2.75 0.56
H -2.39 -2.42 -1.69
H -3.67 -2.62 0.43
H 1.80 1.09 -2.02
H -3.62 -0.72 0.62
H -0.63 2.87 0.93
*
```



7.
DFT (ωB97M-V/def2-TZVPD) results for a single C9H14BrNOS molecule.

Results
HOMO in eV: -7.89
Energy above the lowest of the compared OMol25 structures with the same formula, charge and spin in kJ/mol: 271.4

The geometry in ORCA input format:
```
! wB97M-V def2-TZVPD RIJCOSX def2/J DEFGRID3
* xyz 0 1
Br 3.38 0.71 -0.28
S 1.49 -1.64 0.14
O 0.93 -2.97 0.17
N -0.68 1.15 0.06
C -0.92 -0.17 0.69
C -1.32 -1.31 -0.27
C 0.85 -0.69 -1.29
C -1.84 1.77 -0.49
C 0.63 1.22 -0.45
C -0.56 -1.26 -1.55
C 1.70 1.26 0.51
C 1.35 0.44 1.80
C 0.39 -0.65 1.41
H 0.86 1.93 -1.26
H -1.12 -2.36 0.22
H -0.46 -2.39 -1.84
H -1.66 2.56 -1.20
H -2.43 -1.35 -0.46
H -2.42 1.17 -1.10
H -2.43 2.12 0.43
H 0.24 -1.35 2.15
H 1.56 -0.90 -2.08
H -1.67 0.13 1.43
H -1.26 -0.84 -2.34
H 1.98 2.33 0.75
H 2.26 -0.08 2.20
H 1.16 1.17 2.66
*
```



8.
DFT (ωB97M-V/def2-TZVPD) results for a molecular structure, C9H14Cl2O8Rb.

Results
HOMO in eV: -5.49
Energy above the lowest of the compared OMol25 structures with the same formula, charge and spin in kJ/mol: 95.5

The geometry in ORCA input format:
```
! wB97M-V def2-TZVPD RIJCOSX def2/J DEFGRID3
* xyz -1 1
Rb 0.02 0.67 -1.17
Cl 2.72 0.43 -2.63
Cl 4.58 1.76 -4.49
O -2.63 4.01 -1.15
O -1.03 -1.55 1.22
O -0.62 3.18 -1.76
O 1.52 0.87 3.45
O 0.91 -2.22 -0.69
O 2.21 1.24 1.35
O -0.19 2.48 0.89
O -0.87 -1.74 -1.96
C -1.07 3.57 0.56
C -1.49 3.58 -0.95
C -2.73 -2.58 -0.15
C 1.44 1.47 2.24
C -0.31 -2.19 -0.93
C -1.26 -2.59 0.24
C -0.86 -3.95 0.78
C 0.30 2.47 2.18
C 4.00 0.23 -3.81
H -1.05 -4.73 0.04
H 0.20 -3.96 1.04
H -0.46 2.21 2.93
H -1.46 -4.20 1.67
H -3.34 -2.87 0.71
H -3.04 -1.59 -0.49
H 0.71 3.45 2.47
H -1.96 3.50 1.18
H -1.48 -1.82 2.03
H 3.62 -0.37 -4.63
H 2.27 0.27 3.38
H -0.53 4.51 0.76
H -2.94 -3.27 -0.96
H 4.84 -0.26 -3.33
*
```



Number 1: total energy -9551.2222 eV. Number 2: total energy -9549.9660 eV. Number 3: total energy -30428.8314 eV. Number 4: total energy -47652.8284 eV. Number 5: total energy -445599.8545 eV. Number 6: total energy -82573.0327 eV. Number 7: total energy -93971.3389 eV. Number 8: total energy -51643.8122 eV.